1.
ORCA calculation (ωB97M-V/def2-TZVPD) on a molecular structure, C32H80O16.

Results
LUMO: 0.53 eV
Gap between HOMO and LUMO: 9.096 eV
HOMO: -8.56 eV
Maximum force: 13.34 eV/Å

```
128
Properties=species:S:1:pos:R:3:forces:R:3:lowdin_charge:R:1
C 2.784 4.234 4.583 0.676 0.217 0.056 -0.111
O 2.551 2.996 3.924 0.009 -0.191 0.687 -0.206
C 3.756 2.257 3.579 -1.660 0.381 -0.326 -0.162
C 3.424 0.795 3.354 -0.747 -0.880 -0.370 -0.172
O 2.624 0.375 2.234 0.718 -0.078 -0.656 -0.153
C 1.352 0.990 2.052 0.861 2.725 2.200 -0.137
H 3.248 4.133 5.564 0.453 -0.471 0.044 0.081
H 1.910 4.834 4.836 -0.648 -0.660 -0.655 0.086
H 3.415 4.878 3.970 0.227 0.075 -0.096 0.082
H 4.475 2.237 4.398 0.192 0.451 0.020 0.126
H 4.113 2.734 2.667 0.638 -0.122 0.031 0.130
H 2.978 0.361 4.249 -0.298 0.316 0.398 0.122
H 4.350 0.229 3.250 0.183 0.209 -0.264 0.128
H 0.943 1.092 3.057 0.025 0.186 -1.387 0.041
H 0.710 0.404 1.395 0.085 3.182 1.944 0.020
H 1.476 2.010 1.687 0.088 0.120 -0.256 0.099
C -4.904 2.335 -1.285 0.127 -1.059 1.676 -0.119
O -4.421 1.081 -1.819 -0.036 -0.765 1.380 -0.213
C -3.479 0.348 -0.978 -0.117 1.257 -0.598 -0.129
C -2.131 1.051 -0.971 -1.261 0.117 1.944 -0.176
O -2.108 2.256 -0.093 -0.439 -0.360 -1.564 -0.174
C -0.825 2.896 -0.105 -0.546 -1.771 0.416 -0.083
H -5.082 2.244 -0.213 -0.177 -0.138 0.125 0.104
H -5.834 2.523 -1.821 -0.203 0.126 0.530 0.102
H -4.201 3.152 -1.446 -0.164 -0.102 0.598 0.080
H -3.330 -0.610 -1.474 0.001 -0.006 -0.278 0.126
H -3.894 0.085 -0.005 -0.152 0.468 0.269 0.118
H -1.939 1.174 -2.037 0.098 0.780 0.913 0.060
H -1.330 0.362 -0.703 -1.514 0.801 0.918 0.063
H -0.809 3.771 0.544 -0.399 0.227 -0.437 0.106
H -0.466 3.039 -1.124 -0.233 0.525 -0.008 0.072
H -0.158 2.179 0.374 0.455 0.071 -0.144 0.046
C 3.203 0.646 -4.338 0.831 1.193 -0.966 -0.088
O 3.195 1.747 -3.442 -0.798 -0.984 0.823 -0.157
C 2.293 1.520 -2.328 0.742 2.569 -0.458 -0.125
C 2.142 2.934 -1.672 -0.710 -0.776 0.126 -0.188
O 1.700 3.827 -2.682 0.076 1.980 0.340 -0.177
C 1.537 5.209 -2.201 0.220 -0.449 -0.281 -0.070
H 3.864 -0.180 -4.074 -0.361 -0.266 0.843 0.082
H 3.702 1.021 -5.231 -0.061 0.248 -0.288 0.095
H 2.198 0.335 -4.622 1.123 0.141 0.382 0.063
H 2.695 0.740 -1.681 -0.042 0.124 0.321 0.130
H 1.280 1.257 -2.632 0.664 0.142 -0.214 0.082
H 3.025 3.282 -1.135 0.399 0.052 -0.344 0.123
H 1.324 2.923 -0.951 0.460 -0.517 0.385 0.070
H 1.656 5.932 -3.008 0.130 -0.523 -0.434 0.080
H 2.259 5.520 -1.446 0.421 -0.532 0.067 0.079
H 0.572 5.469 -1.765 -0.422 -0.762 0.025 0.075
C 0.038 -5.367 2.644 0.576 -1.387 0.513 -0.074
O 0.358 -5.956 3.953 -1.602 0.349 -0.419 -0.183
C -0.816 -6.496 4.633 0.951 1.246 -0.193 -0.196
C -1.339 -7.783 4.044 0.602 -0.473 -0.228 -0.202
O -0.333 -8.693 3.602 -0.159 -0.073 -0.299 -0.172
C 0.644 -9.081 4.531 0.675 0.376 0.861 -0.125
H -0.478 -4.408 2.604 -0.304 -0.873 0.638 0.043
H -0.563 -6.038 2.030 0.218 -0.376 0.004 0.090
H 1.025 -5.226 2.204 -0.189 0.016 -0.235 0.105
H -1.570 -5.708 4.638 -0.503 -0.101 -0.274 0.119
H -0.613 -6.608 5.698 0.748 -0.153 -0.093 0.117
H -1.950 -7.570 3.167 -0.002 -0.254 0.006 0.119
H -1.936 -8.280 4.809 -0.377 0.013 0.075 0.122
H 0.279 -9.311 5.532 -0.667 -0.108 0.102 0.085
H 1.394 -8.311 4.709 0.025 0.387 -0.250 0.082
H 1.211 -9.962 4.228 -0.444 -0.044 -0.593 0.087
C -1.947 0.728 2.820 0.954 -0.009 -0.402 -0.081
O -1.602 0.721 4.203 -0.115 -0.212 -0.216 -0.138
C -0.241 0.355 4.477 -0.780 0.369 2.860 -0.197
C -0.164 -0.045 5.977 -0.812 -0.575 0.287 -0.185
O -0.386 1.028 6.906 0.006 -0.715 -0.314 -0.186
C -0.393 0.653 8.308 0.519 0.609 -1.528 -0.085
H -1.867 -0.265 2.377 -0.035 -0.164 0.121 0.060
H -1.251 1.361 2.269 -0.070 0.169 -0.117 0.073
H -2.946 1.071 2.552 -0.072 0.239 0.928 0.095
H 0.447 1.199 4.408 -0.434 0.159 0.033 0.103
H 0.096 -0.502 3.895 -0.158 0.598 0.298 0.071
H 0.734 -0.607 6.234 0.838 0.459 -0.274 0.116
H -0.890 -0.848 6.100 -0.789 0.099 0.246 0.116
H -0.574 1.606 8.805 -0.265 -0.317 0.235 0.086
H 0.598 0.307 8.601 0.139 -0.185 0.059 0.078
H -1.127 -0.119 8.537 -0.205 0.120 -0.022 0.083
C -0.748 1.949 -5.033 -9.856 8.926 -1.078 -0.207
O -1.943 2.709 -4.893 -0.345 2.331 0.832 -0.087
C -2.646 2.369 -3.667 -0.643 0.877 -1.673 -0.129
C -4.005 3.109 -3.581 0.986 -1.156 -1.343 -0.242
O -3.771 4.390 -3.094 -1.843 1.320 -0.224 -0.160
C -4.962 5.197 -3.282 1.103 1.024 -0.038 -0.081
H -0.036 2.209 -5.817 -1.043 1.741 -0.275 0.174
H -1.179 0.971 -5.244 -2.822 4.752 0.278 0.072
H -0.108 1.694 -4.188 -2.196 6.229 5.484 0.116
H -2.007 2.609 -2.817 -0.248 0.400 -0.171 0.112
H -2.889 1.306 -3.657 0.182 -0.254 -0.124 0.126
H -4.702 2.551 -2.956 0.914 0.541 -1.745 0.048
H -4.508 3.133 -4.548 0.406 0.176 -0.605 0.134
H -5.855 4.956 -2.705 0.287 -0.527 0.440 0.085
H -5.301 5.289 -4.313 0.304 -0.624 -0.400 0.084
H -4.656 6.217 -3.048 -0.055 -0.041 0.390 0.086
C -0.147 -0.185 -2.858 -0.924 0.112 3.410 -0.074
O -0.093 -0.119 -1.421 2.117 0.037 -1.800 -0.235
C 0.604 -1.180 -0.891 0.224 -1.598 -0.214 -0.167
C 0.353 -1.143 0.579 0.404 -0.787 -0.442 -0.221
O 0.478 -2.382 1.195 -0.580 -1.093 0.003 -0.100
C 0.171 -2.248 2.559 0.727 -0.368 0.563 -0.102
H -0.818 -1.000 -3.128 -0.062 -0.319 -0.040 0.145
H 0.822 -0.356 -3.327 -0.679 0.372 2.871 0.050
H -0.594 0.736 -3.234 -0.188 -0.375 0.876 0.075
H 1.678 -1.186 -1.077 0.288 0.380 -0.231 0.136
H 0.260 -2.104 -1.356 -0.307 -0.456 0.123 0.132
H -0.628 -0.725 0.807 -0.325 0.045 -0.226 0.122
H 1.074 -0.437 0.991 0.452 -3.353 -1.569 0.053
H -0.791 -1.790 2.786 -0.128 0.150 -0.490 0.088
H 0.967 -1.664 3.021 0.101 -0.062 0.161 0.094
H 0.122 -3.230 3.030 0.650 0.969 -0.035 0.052
C 0.126 0.286 -5.311 4.729 -9.440 -3.889 -0.191
O 0.828 -0.734 -4.646 1.275 -2.823 -5.747 -0.336
C 1.006 -1.882 -5.433 0.528 -1.135 0.582 -0.152
C 1.522 -3.050 -4.533 0.870 0.580 -0.082 -0.133
O 2.897 -2.910 -4.032 -0.377 0.149 -1.405 -0.191
C 3.869 -2.714 -5.111 -1.735 0.620 0.254 -0.087
H 0.539 0.440 -6.308 0.098 -0.313 -0.426 0.150
H 0.036 1.256 -4.821 8.528 -8.385 -0.946 -0.139
H -0.923 0.021 -5.443 1.261 -4.229 -0.477 0.126
H 1.682 -1.698 -6.268 0.262 0.093 -0.123 0.120
H 0.047 -2.134 -5.885 -0.217 -0.385 0.044 0.133
H 1.416 -3.999 -5.059 0.219 -0.045 -0.403 0.117
H 0.895 -3.167 -3.649 0.094 0.342 0.106 0.114
H 3.604 -3.319 -5.978 0.467 -0.831 0.202 0.085
H 4.892 -2.792 -4.742 -0.330 -0.417 0.061 0.095
H 3.735 -1.721 -5.540 0.238 0.394 0.299 0.051
```
Positions in Å, forces in eV/Å.

2.
ORCA calculation (ωB97M-V/def2-TZVPD) on a molecular structure, C32H81AgN2O28P5S.

Results
LUMO (spin up / spin down): 0.23 / -0.97 eV
Spin multiplicity: 2
Gap between HOMO and LUMO (spin up / spin down): 8.827 / 7.583 eV
HOMO (spin up / spin down): -8.59 / -8.55 eV
Maximum force: 4.87 eV/Å

```
150
Properties=species:S:1:pos:R:3:forces:R:3:lowdin_charge:R:1
Ag -0.527 0.004 -1.924 0.613 0.302 -0.311 0.971
S -0.736 -1.198 -4.434 -0.070 0.023 -0.727 0.146
O -0.947 -1.706 -3.083 -0.023 -3.826 3.008 -0.395
O 0.220 -1.894 -5.246 -0.316 -1.138 -0.596 -0.290
O -2.054 -0.937 -4.895 -1.885 -0.030 -2.545 -0.308
O -0.102 0.057 -4.033 2.125 4.129 0.399 -0.346
C 0.885 -2.281 2.672 -0.595 -0.514 -0.222 -0.056
C 2.231 -1.950 3.312 -1.531 1.152 -1.590 -0.263
O 2.517 -2.801 4.380 -0.255 -0.880 2.135 -0.156
P 1.938 -2.587 5.859 1.156 -0.300 1.468 0.545
O 2.325 -3.623 6.893 -1.146 1.920 -2.410 -0.251
O 2.570 -1.118 6.212 -0.808 -1.258 -1.338 -0.192
C 3.004 -0.838 7.510 0.587 0.005 1.231 -0.322
C 3.865 0.369 7.546 0.639 1.474 -0.546 -0.084
O 0.350 -2.273 5.671 3.242 -1.078 -1.190 -0.203
C -0.563 -2.540 6.682 -1.976 0.975 0.255 -0.277
C -1.202 -1.177 6.920 -0.638 0.342 0.906 -0.068
H 0.759 -1.788 1.708 0.189 0.148 -0.066 0.063
H 0.789 -3.355 2.510 0.438 -0.235 -0.264 0.083
H -0.017 -2.088 3.251 0.293 0.566 0.383 0.056
H 2.969 -2.060 2.518 0.195 -0.173 0.502 0.083
H 2.225 -0.902 3.610 0.177 0.073 0.243 0.110
H 2.161 -0.604 8.161 -0.293 -0.431 0.052 0.120
H 3.599 -1.652 7.925 -0.450 -0.370 -0.002 0.119
H 3.431 1.189 6.973 -0.415 0.169 0.214 0.069
H 3.980 0.689 8.582 0.028 0.062 -0.011 0.084
H 4.859 0.305 7.104 0.084 -0.655 0.084 0.081
H -1.362 -3.150 6.261 0.122 -0.397 -0.055 0.116
H -0.183 -3.076 7.552 0.407 0.370 -0.019 0.120
H -0.511 -0.344 7.052 0.458 -0.323 0.319 0.072
H -1.807 -0.841 6.078 -0.076 -0.454 -0.238 0.061
H -1.867 -1.207 7.783 -0.048 0.062 0.103 0.077
C -3.938 6.300 -2.085 -0.053 0.101 0.442 -0.062
C -3.784 5.030 -2.916 -0.217 2.005 -0.129 -0.294
O -2.886 4.147 -2.277 0.020 -2.036 -0.082 -0.164
P -2.660 2.772 -3.095 -0.015 -1.297 0.404 0.552
O -2.019 1.658 -2.319 -1.881 2.627 -0.975 -0.278
O -4.158 2.442 -3.710 1.760 0.687 0.663 -0.193
C -4.502 1.117 -4.138 -0.990 -1.521 -0.066 -0.262
C -6.013 0.861 -4.041 0.021 0.193 0.697 -0.068
O -1.780 3.315 -4.313 -0.349 -0.464 3.427 -0.176
C -1.967 2.846 -5.586 0.502 1.984 -3.268 -0.291
C -0.707 3.348 -6.339 -0.184 -1.003 -0.083 -0.048
H -4.183 7.182 -2.676 -0.413 -0.273 -0.276 0.076
H -4.736 6.095 -1.372 0.056 0.434 0.214 0.072
H -3.054 6.634 -1.541 0.241 -0.530 0.018 0.071
H -4.789 4.615 -2.992 0.285 -0.335 -0.342 0.115
H -3.373 5.299 -3.889 -0.165 -0.227 -0.230 0.118
H -4.254 0.921 -5.181 0.700 0.398 0.126 0.113
H -4.025 0.392 -3.480 0.394 0.069 -0.337 0.084
H -6.263 0.500 -3.043 -0.128 0.587 0.244 0.055
H -6.575 1.754 -4.314 -0.105 -0.025 0.104 0.074
H -6.371 0.029 -4.647 0.487 0.108 -0.502 0.079
H -2.144 1.784 -5.755 0.180 -0.088 0.533 0.117
H -2.798 3.454 -5.944 -0.506 -0.525 -0.547 0.117
H 0.086 2.687 -5.988 0.336 0.095 -0.363 0.067
H -0.824 3.296 -7.422 0.009 -0.444 -0.012 0.073
H -0.405 4.378 -6.153 -0.447 0.011 0.518 0.076
C 4.843 -3.596 1.596 0.208 0.375 -0.879 -0.053
C 4.411 -3.299 0.147 -0.035 -0.625 0.496 -0.238
O 3.130 -2.614 0.238 0.342 0.840 -0.700 -0.205
P 2.328 -2.311 -1.106 0.508 0.286 -2.157 0.499
O 1.274 -1.272 -1.012 1.610 -1.090 0.620 -0.267
O 3.556 -2.023 -2.225 -2.640 -0.436 3.048 -0.209
C 3.262 -1.701 -3.588 1.080 -1.157 -0.646 -0.258
C 4.592 -1.213 -4.134 -0.698 1.091 -0.924 -0.060
O 1.781 -3.740 -1.555 -0.546 -0.914 -0.010 -0.182
C 0.819 -4.476 -0.694 0.464 0.112 0.984 -0.201
C 1.541 -5.670 -0.022 0.386 0.863 -1.330 -0.047
H 4.029 -3.946 2.230 0.036 -0.074 -0.171 0.072
H 5.671 -4.304 1.629 -0.091 -0.096 -0.108 0.082
H 5.231 -2.653 1.982 -0.109 -0.036 0.349 0.078
H 5.166 -2.708 -0.371 -0.230 0.432 0.170 0.113
H 4.270 -4.159 -0.508 -0.051 -0.372 0.347 0.110
H 3.075 -2.628 -4.130 -0.389 -0.243 0.282 0.118
H 2.387 -1.079 -3.779 0.141 0.383 0.469 0.104
H 5.484 -1.663 -3.697 -0.348 -0.288 0.018 0.082
H 4.531 -1.414 -5.204 0.472 -0.017 -0.131 0.081
H 4.686 -0.130 -4.057 0.130 0.104 0.225 0.048
H 0.401 -3.694 -0.060 -0.146 -0.368 0.411 0.091
H 0.002 -4.999 -1.191 0.050 0.912 -1.070 0.100
H 0.961 -6.319 0.634 -0.124 0.611 0.308 0.083
H 1.725 -6.293 -0.897 0.503 -0.270 0.081 0.078
H 2.499 -5.324 0.367 -0.150 -0.374 0.439 0.056
C 5.014 1.814 0.643 -0.258 0.395 0.996 -0.052
C 3.594 1.579 0.125 1.995 -2.324 0.704 -0.323
O 3.012 2.773 -0.104 -2.062 3.361 -1.437 -0.165
P 1.834 2.943 -1.178 -2.126 -0.497 0.016 0.604
O 0.961 1.692 -1.297 2.449 3.145 0.060 -0.285
O 1.037 4.264 -0.610 2.607 -1.014 -2.000 -0.165
C 0.114 4.136 0.430 -1.648 -0.248 1.543 -0.297
C -0.209 5.487 1.088 0.012 -0.238 0.125 -0.049
O 2.570 3.516 -2.521 -1.796 -0.118 2.647 -0.160
C 3.054 2.606 -3.489 -0.032 -0.824 -1.024 -0.296
C 4.435 3.004 -3.811 1.511 0.330 -0.831 -0.080
H 5.346 0.930 1.187 0.312 -0.116 -0.356 0.071
H 5.777 2.230 -0.015 -0.233 -0.589 -0.620 0.073
H 4.970 2.597 1.400 -0.312 0.031 0.302 0.074
H 3.616 0.962 -0.774 -0.140 -0.299 0.022 0.111
H 3.007 1.097 0.907 0.109 -0.570 -0.071 0.125
H -0.766 3.646 0.014 -0.220 0.168 0.129 0.100
H 0.461 3.499 1.245 0.408 -0.313 -0.153 0.101
H -0.734 6.166 0.416 0.624 0.276 -0.114 0.071
H -0.853 5.446 1.967 -0.548 -0.944 -0.165 0.067
H 0.670 5.866 1.610 0.400 0.538 -0.864 0.077
H 3.098 1.571 -3.150 -0.643 -0.047 0.209 0.104
H 2.427 2.699 -4.376 -0.236 -0.322 0.140 0.127
H 4.467 3.925 -4.393 0.030 0.499 0.677 0.085
H 5.028 3.008 -2.897 0.130 0.488 -0.075 0.084
H 4.960 2.343 -4.501 -0.336 -0.633 0.082 0.075
C -4.331 3.541 1.924 0.264 -1.269 0.151 -0.045
C -3.759 2.117 1.494 -0.357 2.263 -0.115 -0.203
O -2.317 2.163 1.379 0.729 -0.902 1.131 -0.191
P -1.445 0.824 1.561 1.907 0.173 -0.310 0.531
O -1.002 0.181 0.280 -0.753 1.005 2.710 -0.276
O -0.182 1.256 2.546 -1.774 -0.926 -1.187 -0.197
C -0.330 1.508 3.963 0.741 0.258 0.163 -0.240
C 1.054 1.897 4.540 -0.845 0.856 0.011 -0.049
O -2.286 -0.132 2.521 1.353 1.444 0.800 -0.190
C -2.894 -1.249 1.981 -1.713 -1.919 -0.798 -0.313
C -3.417 -2.219 3.055 0.605 1.048 -0.230 -0.039
H -5.415 3.442 1.983 -0.132 -0.008 -0.420 0.069
H -4.076 3.743 2.965 0.445 -0.088 0.031 0.066
H -4.072 4.432 1.352 0.159 -0.430 -0.373 0.066
H -4.097 1.472 2.305 0.254 -0.456 -0.368 0.108
H -4.053 1.814 0.489 -0.707 -0.073 0.265 0.122
H -1.039 2.323 4.111 0.217 0.477 -0.295 0.112
H -0.788 0.728 4.571 0.228 -0.781 -0.628 0.093
H 0.749 2.539 5.367 0.483 0.143 0.313 0.074
H 1.770 1.175 4.932 -0.599 -0.622 -0.228 0.050
H 1.612 2.523 3.843 -0.206 0.090 -0.147 0.074
H -3.738 -0.865 1.409 -0.220 -0.360 -0.312 0.112
H -2.235 -1.788 1.301 0.132 0.194 -0.097 0.109
H -2.573 -2.740 3.508 -0.119 -0.145 0.090 0.066
H -3.921 -1.624 3.817 -0.163 -0.215 0.117 0.077
H -4.114 -2.921 2.599 0.091 -0.014 0.089 0.079
C -3.632 -3.379 -1.664 -0.247 -0.244 0.346 0.058
N -3.930 -1.902 -1.658 2.537 0.798 -0.106 -0.367
O -2.947 -1.193 -1.347 -2.766 -0.897 -0.222 -0.010
O -5.036 -1.505 -1.998 1.000 -0.440 0.499 0.066
H -4.377 -3.812 -0.996 -0.181 -0.252 -0.512 0.098
H -2.648 -3.635 -1.271 0.003 0.822 0.103 0.088
H -3.632 -3.757 -2.686 -0.644 0.213 0.098 0.090
C -1.530 -5.033 -4.361 -1.516 0.785 -1.282 0.033
N -1.312 -6.357 -3.709 1.293 0.568 0.944 -0.427
O -0.151 -6.742 -3.740 -0.600 -0.110 -0.189 0.052
O -2.194 -6.917 -3.079 -0.079 0.530 -0.622 0.050
H -0.924 -4.906 -5.258 0.333 -0.319 0.457 0.106
H -1.446 -4.138 -3.745 0.894 -0.491 0.741 0.070
H -2.564 -4.914 -4.685 -0.184 -0.737 -0.025 0.094
```
Positions in Å, forces in eV/Å.

Looking at E_tot for the records above, in order, we have -2469.92183, -5736.22611 Ha.
Looking at energy above the lowest of the compared OMol25 structures with the same formula, charge and spin for the records above, in order, we have 21.323, 0.550 eV.